ORCA calculation (the ωB97M-V functional and the def2-TZVPD basis) on one molecule with the formula CH4N2S.

Last column: natural (NBO) charge in e.
Positions of all 8 atoms, in Å:
C1 1.4853 0.1127 0.0253  -0.30
N1 0.2532 -0.3822 -0.0314  -0.23
N2 -0.7467 0.3933 -0.2810  -0.50
S1 -2.3392 -0.2621 -0.4109  0.10
H1 1.9119 1.1200 -0.1738  0.23
H2 2.2262 -0.5458 0.5949  0.18
H3 0.0400 -1.4001 0.3163  0.39
H4 -2.8307 0.9642 -0.0393  0.14

Cartesian forces (eV/Å) of the 3 atoms listed first:
2.28 -2.15 1.58
-0.41 0.00 1.17
-0.44 0.40 -0.64

## Properties
HOMO (Eh): -0.2674
E (hartree): -548.06752
2S+1: 1
Gap between HOMO and LUMO (eV): 7.934
Maximum force (eV/A): 3.510
Energy relative to the best compared isomer or geometry (same formula, charge and spin) (kcal/mol): 90.6
LUMO energy (eV): 0.66

ORCA calculation (the ωB97M-V functional and the def2-TZVPD basis) on a 2-piece molecular cluster, C3H5NO2 overall.

Last column: natural (NBO) charge in e.
Positions of all 11 atoms, in Å:
C1 0.7769 0.6105 1.1417  -0.73
C2 1.2391 0.0799 -0.1619  0.40
O1 2.4065 -0.1241 -0.3755  -0.53
C3 -1.5565 -0.8918 -0.5289  0.88
O2 -1.7554 -1.6628 0.3209  -0.48
N1 -1.4931 -0.0959 -1.4541  -0.81
H1 1.6180 0.9172 1.7424  0.24
H2 0.1365 1.4562 0.9293  0.23
H3 0.2347 -0.1564 1.6729  0.24
H4 0.5239 0.0460 -1.0524  0.14
H5 -2.1306 -0.1788 -2.2343  0.43

Cartesian forces (eV/Å) of the 3 atoms listed first:
-0.29 -0.05 -0.03
0.51 0.72 -1.59
0.40 -0.48 -0.07

## Properties
HOMO (Eh): -0.3484
E (hartree): -322.52012
2S+1: 1
Gap between HOMO and LUMO (eV): 9.919
Maximum force (eV/A): 2.395
Energy relative to the best compared isomer or geometry (same formula, charge and spin) (kcal/mol): 34.0
LUMO energy (eV): 0.44

ORCA calculation (the ωB97M-V functional and the def2-TZVPD basis) on C13H26Cl2O2SiSn as an isolated structure.

Last column: natural (NBO) charge in e.
Positions of all 45 atoms, in Å:
C1 0.1884 -1.3669 -2.3401  -0.05
C2 1.0684 -0.2489 -2.5728  -0.01
C3 0.2314 0.9396 -2.6404  -0.05
C4 2.5231 -0.2886 -2.6930  -0.66
C5 -1.1108 0.5684 -2.4072  -0.08
C6 -1.1513 -0.8882 -2.3097  0.12
C7 -2.3293 -1.7125 -2.1513  -0.75
C8 0.5748 -2.7677 -2.1618  -0.66
C9 0.7157 2.2968 -2.8928  -0.65
C10 -2.3034 1.4201 -2.3041  -0.63
Sn1 1.2249 0.7005 1.4271  1.18
Cl1 2.2036 1.6935 -0.2604  -0.58
Cl2 1.7758 -1.9685 0.7926  -0.72
O1 -0.8299 1.0633 0.5958  -1.17
H1 2.8572 -1.3115 -2.8756  0.20
H2 2.9968 0.0377 -1.7568  0.23
H3 2.8427 0.3895 -3.4918  0.18
H4 1.2906 2.6788 -2.0164  0.22
H5 -0.1256 2.9834 -3.0524  0.19
H6 1.4033 2.3132 -3.7544  0.18
H7 -2.0017 2.4673 -2.2845  0.19
H8 -2.8567 1.2153 -1.3720  0.23
H9 -2.9634 1.2502 -3.1709  0.18
H10 -3.2487 -1.1156 -2.2037  0.18
H11 -2.1879 -2.2276 -1.0633  0.39
H12 -2.3721 -2.4541 -2.9594  0.18
H13 1.6700 -2.8569 -2.1156  0.20
H14 0.1888 -3.4049 -2.9796  0.17
H15 0.1975 -3.1510 -1.1973  0.26
H16 -1.1801 1.9754 0.6519  0.44
O2 -2.2567 -2.5962 0.3730  -1.25
H17 -2.1200 -1.9169 1.1160  0.42
C11 -1.2882 -0.3077 4.3937  -1.13
Si1 0.4015 0.3929 4.0903  1.16
C12 0.5102 2.2522 3.8858  -1.15
C13 1.9588 -0.5241 4.5681  -1.12
H18 -2.0442 0.1993 3.7631  0.26
H19 -1.4917 -0.1255 5.4977  0.20
H20 -1.2753 -1.3872 4.1577  0.26
H21 0.3129 2.5916 4.8981  0.21
H22 1.5176 2.5506 3.5549  0.24
H23 -0.2470 2.7077 3.2205  0.24
H24 1.8655 -0.6142 5.6601  0.21
H25 2.0192 -1.5164 4.0883  0.27
H26 2.8452 0.0638 4.2926  0.24

Cartesian forces (eV/Å) of the 3 atoms listed first:
1.34 2.41 -0.77
-2.92 -2.09 0.48
-2.38 -0.99 0.45

## Properties
HOMO (spin up / spin down) (Eh): 0.0015 / 0.0205
E (hartree): -2085.48991
2S+1: 1
Gap between HOMO and LUMO (spin up / spin down) (eV): 4.754 / 4.414
Maximum force (eV/A): 4.632
Net charge: -2
LUMO energy (spin up / spin down) (eV): 4.80 / 4.97